Molecular formula: C20H24BrOS2SbSe4V
Method: DFT, ωB97M-V/def2-TZVPD

Structure (ORCA input):
```
! wB97M-V def2-TZVPD RIJCOSX def2/J DEFGRID3
* xyz -1 1
H 3.52 -1.34 -2.22
C 1.30 0.00 2.41
H 3.76 1.23 4.51
S -3.66 1.61 -2.83
H 2.45 -2.16 3.69
H 3.72 -1.26 4.53
O -1.09 0.01 -1.10
H -6.63 1.24 1.02
C 3.08 1.24 3.65
C -0.25 0.01 0.00
H 3.69 -1.31 2.76
H -5.30 2.48 -0.63
C -4.50 0.70 -1.58
S -3.60 -1.63 -2.79
H 2.02 0.01 5.81
H 3.60 -1.34 -0.44
C 1.35 0.01 4.95
H 0.71 -0.87 5.01
C 1.32 0.02 -2.62
H -6.61 -1.26 1.04
C -4.48 -0.72 -1.56
H 3.69 1.29 2.74
H 2.48 2.15 3.70
H 2.95 -0.03 1.09
H -0.63 0.04 3.39
H 0.70 -0.86 -2.74
C 1.86 -0.01 1.15
C 2.99 1.23 -1.29
C -0.09 0.02 2.46
Br -2.67 0.05 1.49
H 2.38 2.14 -1.30
H 3.62 1.22 -2.18
C -6.02 -0.72 0.31
C -6.04 0.70 0.30
V -2.38 0.02 -2.33
Se -0.62 2.28 -7.25
Se -1.34 -1.76 -7.59
C -0.81 0.03 1.28
C -5.25 -1.42 -0.58
Se 2.19 -0.39 -6.46
C 1.17 0.00 -0.06
C 2.07 -0.01 -1.31
C 2.18 0.00 3.66
C 3.06 -1.26 3.66
H 0.73 0.91 5.00
H 3.63 1.26 -0.40
Sb -0.23 0.04 -6.39
Se -1.45 0.03 -4.10
H -5.23 -2.49 -0.57
C 2.92 -1.30 -1.30
H 2.28 -2.18 -1.27
H 2.02 0.04 -3.46
H 0.70 0.90 -2.69
C -5.29 1.40 -0.61
*
```

For the largest force on an atom, the calculation gives 4.4 eV Å⁻¹. For the frontier orbital gap, the calculation gives 0.1809 hartree. The highest occupied orbital energy is -4.081 eV.

These are the natural (NBO) partial charges, in e, on atoms 1 to 2: H 0.223; C -0.030